This record from the Open Molecules 2025 dataset describes a 2-piece molecular cluster, C3H11N3O overall at a distorted geometry. The level of theory is ωB97M-V/def2-TZVPD.

Structure (XYZ):
```
18
Properties=species:S:1:pos:R:3:lowdin_charge:R:1
O -1.168 -0.857 2.029 -0.11
N -0.520 -2.066 0.231 -0.09
N 0.307 1.324 0.925 -0.04
N -1.508 -1.303 0.729 -0.15
C -0.414 1.030 -0.314 -0.35
C 0.400 1.152 -1.591 -0.12
C 0.755 -1.701 0.207 0.01
H -0.870 -2.627 -0.539 0.15
H -1.272 1.707 -0.359 0.10
H 1.157 -1.189 1.064 0.06
H 0.338 2.317 1.128 0.08
H 1.243 0.459 -1.590 0.05
H 1.416 -2.202 -0.481 0.07
H -0.213 0.932 -2.467 0.07
H 0.811 2.161 -1.713 0.07
H 1.262 0.985 0.859 0.06
H -0.600 -0.061 1.912 0.03
H -1.123 -0.062 -0.031 0.11
```

The value obtained for the largest force on an atom is 3.13 eV Å⁻¹. The relative energy (zero: lowest compared OMol25 entry of this formula, charge and spin) is 583.2 kJ/mol. The calculation puts the orbital gap (spin up / spin down) at 7.87 / 7.87 eV.